{
  "formula": "C20H32BN10Pd",
  "method": "ωB97M-V/def2-TZVPD",
  "homo_lumo_gap_ha": [0.3502, 0.1904],
  "charge": 3,
  "e_homo_ev": [-17.7, -17.7],
  "e_above_lowest_kj_mol": 17.3,
  "e_tot_ha": -1480.564448,
  "spin_multiplicity": 5,
  "elements": ["Pd", "C", "C", "C", "C", "C", "N", "N", "B", "N", "N", "C", "C", "C", "C", "C", "N", "N", "C", "C", "C", "C", "C", "H", "H", "H", "H", "H", "H", "H", "H", "H", "H", "H", "H", "H", "H", "H", "H", "H", "H", "H", "H", "H", "H", "C", "C", "C", "C", "N", "C", "N", "N", "N", "H", "H", "H", "H", "H", "H", "H", "H", "H", "H"],
  "positions_angstrom": [[0.3283, -1.3159, 0.5577], [-0.0628, -2.9716, -2.6143], [-1.2179, -2.1982, -2.0940], [-2.4662, -1.9464, -2.7116], [-3.2450, -1.1123, -1.7560], [-4.5887, -0.5545, -1.9605], [-2.4755, -0.9385, -0.7296], [-1.2315, -1.5910, -0.9310], [-2.6886, -0.1870, 0.6627], [-2.5042, -1.2714, 1.8055], [-1.2623, -1.9802, 1.9263], [-1.3249, -2.7899, 2.9412], [-0.2187, -3.6768, 3.3802], [-2.6225, -2.6479, 3.5383], [-3.3313, -1.6304, 2.7340], [-4.6993, -1.1080, 2.9429], [-1.6431, 0.8833, 0.8194], [-0.3875, 0.5518, 1.2788], [0.3022, 1.7063, 1.4013], [1.7047, 1.7412, 1.9038], [-0.5334, 2.7700, 1.0908], [-1.7500, 2.2310, 0.7345], [-3.0142, 2.9182, 0.3217], [0.3466, -2.4842, -3.4998], [-0.3778, -3.9761, -2.8988], [0.7273, -3.0557, -1.8757], [-2.8070, -2.2594, -3.6908], [-5.1949, -1.2218, -2.5721], [-4.4815, 0.3774, -2.5327], [-5.0924, -0.3201, -1.0277], [-3.8026, 0.2292, 0.7062], [0.6337, -3.6068, 2.7131], [-0.5533, -4.7148, 3.4088], [0.1033, -3.4057, 4.3874], [-3.0268, -3.1625, 4.4013], [-5.0971, -1.4252, 3.9029], [-5.3615, -1.4868, 2.1587], [-4.7102, -0.0202, 2.8837], [2.2202, 0.7945, 1.7546], [1.7106, 1.9577, 2.9734], [2.2720, 2.5282, 1.4096], [-0.2958, 3.8213, 1.1457], [-2.9255, 3.9874, 0.4939], [-3.8775, 2.5595, 0.8826], [-3.2059, 2.7687, -0.7424], [4.2959, 3.2522, -2.4016], [5.2271, 2.1402, -1.9134], [5.3770, 2.1552, -0.3940], [4.8274, 0.7551, -2.4011], [3.5558, 0.2600, -1.7894], [3.4023, -0.5189, -0.7294], [2.1107, -0.6638, -0.5323], [1.4731, 0.0371, -1.5197], [2.3473, 0.5876, -2.2759], [4.5491, 4.1883, -1.9040], [3.2470, 3.0409, -2.1846], [4.3939, 3.4114, -3.4752], [6.2077, 2.2888, -2.3684], [4.4009, 2.1068, 0.1030], [5.8546, 3.0783, -0.0706], [5.9908, 1.3257, -0.0302], [5.5778, 0.0200, -2.1151], [4.6824, 0.7045, -3.4769], [4.2077, -0.9362, -0.1451]],
  "atomic_forces_ev_per_a": [[0.12, -0.10, 0.72], [-0.09, -0.01, -0.05], [0.16, 0.28, 0.57], [-0.93, 0.45, -0.11], [0.40, -0.49, -0.75], [-0.07, 0.12, -0.15], [0.42, -0.29, 0.69], [0.27, 0.02, -0.32], [-0.13, -0.05, -0.09], [0.60, 0.10, -0.62], [-0.15, 0.00, -0.17], [-0.10, 0.08, 0.00], [-0.09, 0.01, 0.02], [-0.61, 0.37, -0.07], [0.24, -0.63, 0.75], [-0.02, -0.03, -0.06], [0.14, -0.10, 0.27], [0.14, 0.57, -0.43], [0.05, -0.36, 0.13], [-0.05, 0.04, -0.01], [0.11, 0.35, 0.06], [-0.47, -0.10, -0.13], [0.20, -0.05, 0.06], [-0.04, 0.01, -0.05], [-0.03, 0.01, -0.04], [0.06, 0.03, 0.12], [0.04, -0.01, 0.08], [-0.01, -0.04, 0.05], [-0.03, -0.05, 0.01], [0.00, -0.02, 0.00], [0.11, -0.06, -0.06], [0.09, 0.03, -0.09], [-0.03, 0.01, 0.03], [-0.04, -0.01, 0.01], [0.07, 0.02, -0.06], [0.04, -0.02, 0.02], [0.00, -0.02, 0.03], [0.00, 0.00, 0.03], [-0.02, -0.06, 0.00], [-0.01, 0.02, 0.00], [-0.03, 0.01, -0.01], [0.01, -0.07, 0.00], [0.03, 0.01, 0.00], [0.04, -0.02, 0.00], [0.00, -0.01, 0.01], [0.11, -0.05, 0.00], [-0.20, 0.12, 0.14], [0.05, -0.03, 0.01], [-0.31, -0.27, 0.05], [0.24, 0.23, -0.48], [0.05, 0.05, 0.20], [-1.21, -0.08, -0.25], [0.85, 0.17, -0.29], [-0.01, -0.20, 0.38], [0.03, -0.01, -0.05], [-0.01, -0.03, 0.04], [-0.05, -0.03, -0.01], [0.10, 0.07, 0.06], [0.02, 0.01, -0.04], [-0.01, 0.00, 0.01], [0.00, 0.04, -0.02], [0.03, -0.04, -0.04], [-0.05, 0.06, -0.05], [-0.05, 0.02, -0.02]]
}

---

{
  "formula": "C7H22ClI2N2OOsP2",
  "method": "ωB97M-V/def2-TZVPD",
  "homo_lumo_gap_ha": [0.2300, 0.1903],
  "charge": 3,
  "e_homo_ev": [-17.3, -19.0],
  "e_above_lowest_kj_mol": 202.0,
  "e_tot_ha": -2292.373972,
  "spin_multiplicity": 5,
  "elements": ["I", "I", "Os", "P", "C", "C", "H", "H", "H", "H", "H", "H", "C", "H", "H", "H", "P", "C", "C", "H", "H", "H", "C", "H", "H", "H", "H", "H", "H", "Cl", "N", "C", "N", "O", "H", "H", "H", "H"],
  "positions_angstrom": [[0.6342, -1.9453, -1.0743], [-0.7120, -1.6542, 1.0662], [0.2605, 3.0689, -0.3395], [1.3434, 1.4989, 0.7876], [2.1194, 0.0408, 1.2763], [2.5191, 2.4243, -0.2576], [3.3736, 2.6964, 0.4056], [1.9861, 2.5409, 2.7663], [2.0359, 3.3582, -0.7431], [0.4425, 3.3672, 2.1440], [2.3604, -0.5348, 0.3506], [2.8510, 1.7820, -1.0797], [0.9784, 2.4240, 2.3299], [3.0234, 0.4218, 1.7700], [0.3581, 1.7679, 2.9467], [1.4377, -0.4876, 1.9767], [-1.2376, 1.5521, -0.8332], [-2.0842, 0.1444, -1.3709], [-2.4777, 2.4722, 0.1595], [-0.1199, 3.3843, -2.1534], [-1.7800, 2.7563, -2.8113], [-0.2452, 1.7958, -3.0249], [-0.7979, 2.4771, -2.3622], [-2.1024, 3.4076, 0.6003], [-3.2933, 2.6073, -0.5738], [-2.9028, 0.5591, -1.9599], [-2.4553, -0.3955, -0.4985], [-2.7916, 1.7904, 0.9565], [-1.4004, -0.4360, -2.0039], [-0.0507, 5.1892, 0.1135], [-1.2287, -6.1841, -0.3460], [-0.1656, -5.5500, 0.2125], [0.7509, -6.2817, 0.9181], [-0.1060, -4.3298, 0.2152], [-1.1661, -7.1931, -0.5262], [-1.7793, -5.5520, -0.9613], [1.5677, -5.7002, 1.1685], [0.8546, -7.2825, 0.7559]],
  "atomic_forces_ev_per_a": [[0.53, -0.77, -0.96], [-0.78, -0.67, 1.09], [-0.65, 0.01, 1.47], [0.38, 2.50, 0.98], [0.18, -1.72, -0.25], [1.59, -0.57, 0.62], [-0.49, 0.42, -0.78], [-0.57, 0.42, 0.37], [1.79, -0.21, -0.07], [0.46, -0.22, 0.39], [0.17, 0.19, 1.21], [0.18, 0.25, 0.10], [0.87, -0.61, -0.06], [-0.02, -0.34, 0.01], [0.07, 0.11, 0.13], [1.06, 0.18, -0.42], [-1.51, 2.19, -0.25], [0.11, -1.39, -0.37], [-0.40, -0.52, -0.74], [-0.73, -0.21, -1.52], [0.95, 0.44, 0.05], [-0.18, 0.41, -0.04], [-1.21, -0.77, -1.00], [-0.46, -0.26, -0.28], [-0.06, 0.39, 0.66], [-0.14, -0.10, -0.10], [-0.17, -0.10, -0.55], [-0.12, 0.14, -0.01], [-0.73, -0.10, 0.11], [-0.14, 1.19, 0.23], [0.75, 0.96, -0.77], [-0.55, -5.23, 0.92], [0.15, 1.49, -1.09], [0.28, 3.72, -0.12], [-0.49, 0.68, 0.01], [0.30, -1.22, 0.63], [-0.54, -1.03, 0.06], [0.11, 0.35, 0.33]]
}

---

{
  "formula": "C25H32N2O6",
  "method": "ωB97M-V/def2-TZVPD",
  "homo_lumo_gap_ha": 0.2765,
  "e_homo_ev": -7.3,
  "e_above_lowest_kj_mol": 147.5,
  "smiles": "CCOc1cc(N2CCOCC2)c(OCC)cc1NC(=O)COC(=O)c1cc(C)cc(C)c1",
  "e_tot_ha": -1532.808370,
  "elements": ["C", "C", "O", "C", "C", "C", "N", "C", "C", "O", "C", "C", "C", "O", "C", "C", "C", "C", "N", "C", "O", "C", "O", "C", "O", "C", "C", "C", "C", "C", "C", "C", "C", "H", "H", "H", "H", "H", "H", "H", "H", "H", "H", "H", "H", "H", "H", "H", "H", "H", "H", "H", "H", "H", "H", "H", "H", "H", "H", "H", "H", "H", "H", "H", "H"],
  "positions_angstrom": [[1.8563, 0.6701, 1.3012], [0.7711, -0.2655, 1.8207], [0.0168, -0.8477, 0.7771], [-0.7931, -0.0505, -0.0029], [-1.3540, 1.1467, 0.4021], [-2.2015, 1.8883, -0.4289], [-2.7391, 3.1135, -0.0391], [-4.1662, 3.3361, -0.2159], [-4.9323, 2.8742, 1.0289], [-4.4817, 3.5425, 2.1890], [-3.1051, 3.3193, 2.3961], [-2.2923, 3.7690, 1.1731], [-2.4410, 1.3898, -1.7247], [-3.2245, 2.0700, -2.6413], [-2.6143, 3.2275, -3.1948], [-1.4339, 2.8904, -4.0985], [-1.9041, 0.1761, -2.1221], [-1.0866, -0.5553, -1.2790], [-0.4837, -1.7663, -1.6267], [-0.3797, -2.3619, -2.8316], [-0.9520, -2.0373, -3.8473], [0.5718, -3.5736, -2.8103], [1.2836, -3.6911, -1.5902], [2.4038, -2.9435, -1.4662], [2.8834, -2.3188, -2.3787], [2.9369, -2.9587, -0.0863], [2.2464, -3.5584, 0.9613], [2.7486, -3.4947, 2.2536], [2.0102, -4.1454, 3.3838], [3.9464, -2.8280, 2.4771], [4.6529, -2.2255, 1.4416], [5.9512, -1.5301, 1.7133], [4.1363, -2.2943, 0.1583], [2.4472, 1.0452, 2.1319], [2.5090, 0.1320, 0.6177], [1.4146, 1.5104, 0.7701], [0.1185, 0.2512, 2.5356], [1.2267, -1.1206, 2.3271], [-1.1408, 1.5081, 1.3939], [-4.5240, 2.8000, -1.0920], [-4.3256, 4.4106, -0.3576], [-5.9941, 3.1074, 0.9391], [-4.8067, 1.7864, 1.1508], [-2.8315, 3.8991, 3.2798], [-2.9330, 2.2500, 2.5948], [-1.2258, 3.6041, 1.3246], [-2.4570, 4.8437, 1.0316], [-3.4099, 3.7076, -3.7700], [-2.2939, 3.9051, -2.3928], [-0.6399, 2.4183, -3.5241], [-1.0490, 3.7991, -4.5535], [-1.7463, 2.2049, -4.8819], [-2.1073, -0.1866, -3.1160], [0.0445, -2.1642, -0.8583], [-0.0076, -4.4915, -2.9287], [1.2650, -3.4669, -3.6515], [1.3149, -4.0674, 0.7686], [2.2841, -3.7005, 4.3375], [2.2539, -5.2072, 3.4232], [0.9351, -4.0549, 3.2453], [4.3400, -2.7729, 3.4828], [5.9084, -0.9816, 2.6518], [6.7548, -2.2627, 1.7903], [6.1969, -0.8409, 0.9098], [4.6481, -1.8323, -0.6727]],
  "atomic_forces_ev_per_a": [[-0.33, -0.23, -0.02], [0.40, 0.24, 0.28], [-0.41, -0.02, -0.46], [-0.06, -0.11, -0.30], [0.07, -0.09, 0.12], [0.06, -0.21, -0.40], [0.01, 0.34, -0.05], [-0.43, -0.19, 0.27], [-0.03, 0.05, -0.39], [-0.04, 0.11, 0.09], [0.31, 0.07, -0.07], [-0.11, -0.08, 0.28], [0.06, -0.02, 0.12], [0.03, -0.42, 0.32], [0.31, 0.38, -0.28], [-0.33, -0.05, 0.27], [-0.11, 0.06, 0.04], [-0.04, 0.29, 0.16], [0.23, -0.08, 0.64], [0.36, -0.41, 0.20], [-0.07, 0.03, -0.24], [-0.10, 0.15, -0.66], [0.03, -0.20, 0.30], [0.14, 0.22, -0.44], [-0.13, -0.15, 0.17], [0.12, -0.01, 0.37], [0.13, 0.08, -0.16], [0.06, 0.04, 0.04], [0.03, -0.07, -0.02], [-0.12, -0.03, -0.16], [-0.07, -0.01, -0.05], [0.04, -0.06, -0.01], [-0.15, -0.10, -0.06], [0.09, 0.07, 0.10], [0.08, -0.04, -0.05], [0.03, 0.11, -0.03], [0.01, -0.11, -0.05], [-0.09, 0.14, 0.01], [0.00, 0.02, 0.10], [0.00, 0.11, 0.04], [-0.06, -0.05, -0.03], [0.02, -0.08, -0.04], [-0.04, 0.07, -0.01], [0.06, -0.08, -0.03], [0.01, 0.08, 0.02], [0.02, 0.04, 0.01], [0.07, -0.05, 0.08], [0.09, 0.02, 0.08], [-0.11, -0.06, -0.07], [0.11, -0.01, -0.01], [0.08, 0.10, -0.05], [0.00, -0.06, -0.12], [-0.02, -0.01, -0.07], [-0.09, -0.02, -0.27], [0.05, 0.14, 0.04], [-0.20, -0.01, 0.14], [-0.11, -0.04, -0.01], [-0.03, 0.00, 0.08], [-0.04, -0.07, 0.07], [-0.08, -0.01, 0.05], [0.03, 0.02, 0.14], [0.05, 0.07, 0.04], [0.10, 0.02, 0.02], [0.06, 0.07, -0.02], [0.05, 0.07, -0.07]]
}

---

{
  "formula": "C33H38FN3Pt",
  "method": "ωB97M-V/def2-TZVPD",
  "homo_lumo_gap_ha": [0.1290, 0.1291],
  "charge": 2,
  "e_homo_ev": [-13.4, -13.4],
  "e_above_lowest_kj_mol": 97.4,
  "e_tot_ha": -1663.083638,
  "elements": ["Pt", "C", "C", "C", "C", "C", "C", "C", "C", "C", "C", "C", "C", "N", "C", "C", "C", "C", "C", "C", "F", "H", "H", "H", "H", "H", "H", "H", "H", "H", "H", "H", "H", "H", "H", "H", "H", "H", "H", "H", "H", "H", "C", "C", "C", "C", "C", "C", "C", "C", "C", "C", "N", "C", "C", "C", "C", "C", "N", "H", "H", "H", "H", "H", "H", "H", "H", "H", "H", "H", "H", "H", "H", "H", "H", "H"],
  "positions_angstrom": [[1.2700, 0.4131, -0.1126], [1.6958, -0.9082, -4.7103], [2.0261, -0.9903, -3.2179], [3.4396, -1.5273, -2.9945], [0.9876, -1.8210, -2.4899], [0.9613, -3.1971, -2.6462], [-0.0258, -3.9641, -2.0417], [-0.9937, -3.3807, -1.2312], [-1.0016, -2.0167, -0.9958], [-2.0288, -1.3865, -0.0844], [-3.4488, -1.5426, -0.6299], [-1.9216, -1.9976, 1.3167], [-0.0111, -1.2544, -1.6508], [-0.0239, 0.1670, -1.5431], [-0.5879, 0.9457, -2.4770], [-1.4942, 0.4396, -3.4521], [-2.0420, 1.2781, -4.3835], [-1.6941, 2.6385, -4.3985], [-0.7857, 3.1613, -3.4858], [-0.2437, 2.3214, -2.5489], [0.6879, 2.7603, -1.7097], [2.4183, -0.2763, -5.2245], [0.6996, -0.4986, -4.8812], [1.7310, -1.8975, -5.1671], [2.0078, 0.0349, -2.8172], [3.5763, -2.5062, -3.4516], [3.6656, -1.6265, -1.9312], [4.1674, -0.8568, -3.4492], [1.7067, -3.6805, -3.2599], [-0.0417, -5.0325, -2.2018], [-1.7469, -4.0040, -0.7724], [-1.8129, -0.3142, -0.0050], [-3.7293, -2.5931, -0.6997], [-3.5660, -1.0980, -1.6181], [-4.1561, -1.0568, 0.0402], [-2.1860, -3.0539, 1.2995], [-2.6073, -1.4936, 1.9980], [-0.9100, -1.9137, 1.7161], [-1.7536, -0.6089, -3.4188], [-2.7441, 0.8989, -5.1107], [-2.1301, 3.2927, -5.1392], [-0.4808, 4.1978, -3.5150], [0.6196, -0.6483, 5.5751], [0.1948, -1.0030, 4.1497], [-0.8311, -0.0564, 3.5688], [-2.1138, -0.1198, 4.1043], [-3.1573, 0.6297, 3.5879], [-2.9376, 1.4675, 2.5037], [-1.6804, 1.5754, 1.9337], [-1.4475, 2.5956, 0.8582], [-1.0116, 3.9438, 1.4307], [-0.6299, 0.8139, 2.4767], [0.6611, 0.9285, 1.8912], [1.6810, 1.1353, 2.6926], [2.9782, 0.9955, 2.1672], [4.2914, 1.1489, 2.6880], [5.1469, 0.8120, 1.6700], [4.3346, 0.4629, 0.5314], [3.0566, 0.5817, 0.8446], [1.2613, -1.4256, 5.9849], [-0.2501, -0.5585, 6.2226], [1.1595, 0.2957, 5.6410], [-0.2703, -1.9902, 4.1780], [1.0644, -1.1119, 3.4968], [-2.2970, -0.7984, 4.9264], [-4.1425, 0.5552, 4.0250], [-3.7480, 2.0651, 2.1076], [-2.3680, 2.7126, 0.2811], [-0.6769, 2.2389, 0.1750], [-1.7676, 4.3415, 2.1064], [-0.8495, 4.6724, 0.6383], [-0.0832, 3.8475, 1.9946], [1.5161, 1.4028, 3.7287], [4.5383, 1.4575, 3.6884], [6.2228, 0.8138, 1.6798], [4.6623, 0.1665, -0.4524]],
  "atomic_forces_ev_per_a": [[0.57, -0.59, 0.77], [-0.03, -0.03, -0.01], [-0.02, 0.13, 0.04], [0.07, -0.01, 0.06], [-0.07, -0.32, -0.63], [0.05, 0.16, 0.02], [0.05, 0.09, -0.03], [-0.05, 0.30, 0.06], [-0.09, -0.38, 0.72], [0.06, 0.10, 0.07], [-0.03, 0.00, -0.06], [-0.02, -0.07, -0.10], [0.68, 0.90, -0.45], [-1.07, -0.27, 1.50], [0.58, 0.03, -0.45], [0.15, -0.14, -0.17], [0.02, -0.03, 0.05], [0.05, -0.13, 0.08], [0.11, 0.07, 0.12], [-0.07, 0.33, 0.21], [-0.07, 0.05, -0.18], [0.04, 0.01, 0.00], [-0.01, 0.01, -0.01], [0.01, -0.03, -0.01], [0.02, -0.03, 0.01], [-0.02, -0.02, -0.03], [0.02, 0.01, 0.01], [0.01, 0.02, 0.01], [0.06, -0.02, -0.01], [0.01, -0.07, 0.00], [-0.07, -0.01, 0.01], [-0.02, -0.10, 0.01], [0.00, -0.05, -0.01], [0.01, 0.03, -0.05], [-0.01, 0.03, 0.04], [-0.04, -0.08, -0.02], [0.05, -0.03, -0.11], [-0.02, -0.01, -0.05], [-0.09, -0.06, 0.06], [-0.06, -0.03, 0.01], [-0.03, 0.04, -0.05], [0.01, 0.02, 0.01], [0.03, 0.00, 0.03], [0.07, 0.00, -0.13], [-0.18, -0.04, -0.22], [0.00, 0.23, 0.05], [0.10, -0.02, 0.02], [-0.03, -0.05, 0.05], [0.04, 0.05, 0.26], [-0.01, -0.07, -0.14], [0.03, 0.02, 0.05], [-0.25, -0.30, -0.33], [-0.05, 0.20, -0.44], [1.61, -0.13, -0.94], [-0.33, 0.36, 0.75], [-0.98, -0.11, -0.21], [-0.42, -0.40, -1.42], [1.44, 0.11, 0.69], [-1.66, 0.15, 0.50], [0.03, -0.02, 0.00], [-0.04, -0.01, 0.04], [0.04, 0.07, -0.07], [-0.02, -0.05, -0.02], [0.00, 0.06, 0.04], [-0.02, -0.01, 0.07], [-0.06, -0.01, 0.02], [-0.04, 0.03, -0.02], [0.00, 0.03, 0.01], [0.00, 0.03, -0.07], [-0.03, -0.01, 0.00], [0.00, 0.03, -0.04], [0.02, -0.01, 0.00], [-0.15, 0.03, -0.01], [0.04, 0.01, 0.08], [0.03, 0.00, -0.01], [0.03, -0.01, -0.03]]
}